{
  "formula": "C4H2FNO2",
  "method": "ωB97M-V with the def2-TZVPD basis set",
  "symbols": ["C", "C", "F", "O", "H", "C", "H", "C", "O", "N"],
  "xyz": [[-0.337640, 1.193019, 0.029083], [0.208572, -0.102717, 0.009302], [0.118056, 2.409583, 0.041507], [2.386152, 0.495432, -0.476450], [1.930412, -1.519940, 0.853601], [-0.993570, -0.961902, -0.153939], [-1.128706, -1.978497, -0.142908], [1.603523, -0.472594, 0.186018], [-1.654940, 1.164247, -0.132142], [-2.131857, -0.226630, -0.214068]],
  "forces_ev_per_angstrom": [[-1.1, -1.6, -1.2], [-1.9, -0.7, 0.7], [0.5, -0.7, 0.4], [-3.4, -6.6, 4.7], [-0.5, 3.3, -2.2], [-1.0, 5.6, 0.8], [0.1, -2.3, -0.1], [4.0, 4.3, -3.2], [0.1, -1.4, 0.3], [3.4, 0.0, -0.1]],
  "nbo_charge": [0.778, -0.375, -0.245, -0.537, 0.201, 0.018, 0.222, 0.343, -0.315, -0.090],
  "max_force_ev_per_a": 8.8,
  "homo_energy_ev": -9.996,
  "e_lumo_ev": -0.730,
  "relative_energy_kj_mol": 310.1,
  "total_energy_ha": -458.56918
}

{
  "formula": "C4H2FeLiO2",
  "method": "ωB97M-V with the def2-TZVPD basis set",
  "symbols": ["C", "Li", "H", "C", "O", "H", "C", "C", "Fe", "O"],
  "xyz": [[-0.359098, 0.548517, 1.464077], [0.459520, 1.130563, -1.387098], [-1.097976, -1.966485, -1.371131], [-0.449804, 1.788246, 1.148261], [-0.792302, -1.353560, -0.687738], [2.354812, -0.263949, 0.248279], [1.322921, -0.535286, 0.059682], [0.583101, -1.302290, -0.622627], [-1.883849, -0.616891, 0.891988], [-0.137325, 2.571136, 0.256306]],
  "forces_ev_per_angstrom": [[-1.7, -1.9, 1.6], [0.3, 0.5, -0.1], [0.0, -0.3, -0.3], [2.2, 2.4, -4.5], [0.3, -1.0, -0.4], [-0.2, 0.1, 0.6], [0.3, -1.8, -1.9], [-0.4, 2.6, 1.5], [0.5, 0.2, 0.9], [-1.2, -0.9, 2.5]],
  "mulliken_spin": [0.680, 0.002, 0.001, 0.075, 0.024, -0.003, -0.025, 0.054, 3.817, 0.376],
  "max_force_ev_per_a": 5.5,
  "homo_energy_ev": [-18.468, -18.196],
  "s2": 8.7730,
  "spin_multiplicity": 6,
  "e_lumo_ev": [-10.277, -11.241],
  "total_charge": 2,
  "total_energy_ha": -1574.39703
}

{
  "formula": "C4H2FeO2",
  "method": "ωB97M-V with the def2-TZVPD basis set",
  "symbols": ["O", "Fe", "C", "C", "H", "H", "C", "O", "C"],
  "xyz": [[-1.706421, -0.423290, -0.958279], [0.534279, 1.797671, 0.136230], [-0.668602, -0.153015, 0.939811], [1.368689, -0.867398, -0.125226], [1.988586, -1.691103, -0.502318], [-2.648130, -0.264087, -1.093505], [-1.363890, 0.750949, 0.233960], [1.815451, 0.321133, -0.187042], [0.021477, -1.080270, 0.276394]],
  "forces_ev_per_angstrom": [[-0.7, 3.6, 1.6], [-0.9, -1.2, -0.2], [-0.2, -0.4, -1.8], [-0.4, -0.2, -0.9], [-0.1, 0.4, 0.1], [-0.5, -0.2, -0.7], [0.2, -1.9, -1.5], [0.4, 0.2, 0.2], [2.1, -0.2, 3.2]],
  "mulliken_spin": [-0.103, 3.805, -0.403, 0.152, 0.019, 0.006, 0.443, 0.217, 0.863],
  "max_force_ev_per_a": 4.1,
  "homo_energy_ev": [-13.335, -14.559],
  "s2": 8.9651,
  "spin_multiplicity": 6,
  "e_lumo_ev": [-6.706, -6.968],
  "relative_energy_kj_mol": 434.5,
  "total_charge": 1,
  "total_energy_ha": -1567.18482
}

{
  "formula": "C4H2IO2",
  "method": "ωB97M-V with the def2-TZVPD basis set",
  "symbols": ["H", "C", "C", "O", "H", "C", "C", "O", "I"],
  "xyz": [[-1.105393, 1.022205, 1.005448], [2.267766, 0.985210, 2.466343], [0.556037, -0.828311, -0.655757], [1.777597, 1.601671, 3.307667], [0.506564, -1.633962, -1.352974], [0.147833, 0.261402, -0.278277], [-0.078118, 1.126693, 0.727650], [3.151768, 0.415779, 1.928722], [-0.039775, 3.296945, 0.060992]],
  "forces_ev_per_angstrom": [[-0.7, 0.3, 0.7], [2.9, -0.7, -0.1], [0.1, -0.8, -1.6], [-1.6, 0.7, 0.6], [0.0, -0.1, 0.0], [1.3, -1.5, -0.2], [-0.3, 2.3, 1.0], [-1.7, 0.1, -0.6], [0.0, -0.3, 0.0]],
  "nbo_charge": [0.178, 1.050, -0.399, -0.538, 0.194, -0.095, -0.624, -0.563, -0.203],
  "max_force_ev_per_a": 2.9,
  "homo_energy_ev": -2.900,
  "e_lumo_ev": 3.253,
  "relative_energy_kj_mol": 113.1,
  "total_charge": -1,
  "total_energy_ha": -601.74657
}

{
  "formula": "C4H2LiO2Pd",
  "method": "ωB97M-V with the def2-TZVPD basis set",
  "symbols": ["O", "Li", "C", "C", "C", "C", "H", "O", "Pd", "H"],
  "xyz": [[-1.169219, 1.777595, 0.516919], [-1.483522, -1.211112, -1.116852], [1.200876, -0.374975, -0.302215], [1.042092, -0.458742, 0.946942], [-1.807174, 0.685742, 0.597214], [-1.651826, -0.559473, 0.799645], [0.978053, -0.842936, -2.151833], [0.513989, -0.939967, -1.310059], [1.008910, 1.897529, 0.161824], [1.367822, 0.026338, 1.858419]],
  "forces_ev_per_angstrom": [[-2.2, -1.0, 0.0], [0.5, 0.0, 0.4], [1.5, 2.5, -0.3], [-0.5, -0.3, 1.9], [2.9, 3.7, 0.0], [-1.2, -2.4, 0.0], [0.1, 0.2, 0.4], [-1.3, -1.3, -1.7], [0.0, -1.0, -0.5], [0.1, -0.4, -0.2]],
  "mulliken_spin": [0.243, 0.099, 0.175, 0.594, 0.403, 0.391, -0.037, 0.053, 1.039, 0.039],
  "max_force_ev_per_a": 4.7,
  "homo_energy_ev": [-5.742, -8.178],
  "s2": 3.7698,
  "spin_multiplicity": 4,
  "e_lumo_ev": [-0.436, -1.424],
  "relative_energy_kj_mol": 38.9,
  "total_energy_ha": -439.18761
}

{
  "formula": "C4H2LiO2Rb",
  "method": "ωB97M-V with the def2-TZVPD basis set",
  "symbols": ["O", "C", "H", "Rb", "C", "Li", "C", "O", "C", "H"],
  "xyz": [[2.799363, -0.486465, -0.147691], [1.733816, -1.072221, 0.187682], [1.937710, -2.005677, 0.806361], [2.792016, 2.065050, -0.712620], [-2.322045, 0.350358, 0.018285], [-0.399879, -1.058777, -0.824414], [0.107040, 1.096373, 0.743494], [-2.387160, -0.801170, -0.460134], [-1.102687, 0.855473, 0.524074], [-3.158175, 1.057052, -0.135035]],
  "forces_ev_per_angstrom": [[-0.7, -0.4, 0.7], [0.4, -0.8, -2.1], [0.3, 0.4, 0.5], [-0.4, -0.2, 0.3], [0.8, -0.2, -0.9], [0.4, 0.4, 1.0], [-1.0, 0.6, -0.2], [-0.1, 0.4, 0.1], [0.5, 0.2, 0.2], [-0.1, -0.4, 0.4]],
  "nbo_charge": [-0.802, -0.073, 0.028, 0.976, 0.368, 0.842, -0.215, -0.679, -0.590, 0.145],
  "max_force_ev_per_a": 2.3,
  "homo_energy_ev": -5.765,
  "e_lumo_ev": -0.640,
  "relative_energy_kj_mol": 183.1,
  "total_energy_ha": -335.57279
}

{
  "formula": "C4H2N2O",
  "method": "ωB97M-V with the def2-TZVPD basis set",
  "symbols": ["H", "H", "C", "O", "N", "C", "C", "N", "C"],
  "xyz": [[-0.020987, 2.070643, 1.638520], [1.707537, -1.186315, -0.165289], [0.189109, 1.176908, 1.047792], [-0.865930, 0.857057, 0.405475], [-1.774901, -1.483660, -2.129280], [-0.366158, -0.395035, -0.350063], [-1.095686, -0.986318, -1.354022], [1.282085, 0.483809, 0.892670], [0.944932, -0.537090, 0.014197]],
  "forces_ev_per_angstrom": [[0.9, -0.3, 0.2], [1.4, -2.1, -1.1], [1.6, 1.2, 1.2], [-0.5, -4.3, -3.4], [-0.3, -0.4, -0.7], [1.4, 2.2, 1.9], [-1.2, -0.1, 0.0], [-0.6, 0.4, 0.5], [-2.8, 3.2, 1.4]],
  "nbo_charge": [0.199, 0.233, 0.395, -0.376, -0.246, 0.061, 0.207, -0.483, 0.009],
  "max_force_ev_per_a": 5.5,
  "homo_energy_ev": -10.106,
  "e_lumo_ev": 0.038,
  "relative_energy_kj_mol": 57.8,
  "total_energy_ha": -338.31940
}

{
  "formula": "C4H2N2O",
  "method": "ωB97M-V with the def2-TZVPD basis set",
  "symbols": ["O", "C", "H", "C", "C", "N", "N", "C", "H"],
  "xyz": [[-1.603882, -1.827164, 0.739315], [1.554851, -0.209001, 0.693661], [-2.701097, 0.457864, 0.399760], [2.828986, 0.329701, 0.707068], [0.398227, -0.549337, 0.672626], [3.859622, 0.860618, 0.712835], [-1.694025, 0.439103, 0.443321], [-1.063008, -0.749165, 0.627519], [-1.177059, 1.301965, 0.382872]],
  "forces_ev_per_angstrom": [[0.3, 0.4, 0.0], [-0.6, -0.1, 0.0], [0.1, -0.1, 0.0], [0.9, 0.5, 0.0], [0.6, 0.2, 0.0], [-0.9, -0.6, 0.0], [-0.1, 0.0, 0.0], [-0.1, -0.2, 0.0], [-0.1, -0.2, 0.0]],
  "nbo_charge": [-0.545, -0.100, 0.414, 0.212, 0.037, -0.228, -0.794, 0.597, 0.408],
  "max_force_ev_per_a": 1.1,
  "homo_energy_ev": -11.028,
  "e_lumo_ev": -0.451,
  "relative_energy_kj_mol": 73.6,
  "total_energy_ha": -338.31338
}